(1)
Below is a 9-piece molecular cluster, C42H77N8O8P overall in a non-equilibrium geometry, with properties calculated with wB97M-V/def2-TZVPD.

```
136
Properties=species:S:1:pos:R:3
C 1.148 -2.281 -1.975
C -0.196 -3.021 -2.637
O -0.990 -2.052 -3.408
C -1.700 -1.097 -2.514
C -1.418 0.414 -3.084
O -0.951 1.384 -2.082
O -1.809 1.556 -1.116
P -1.028 1.003 0.343
O 0.298 0.184 -0.059
O -2.204 0.019 1.199
O -0.461 2.307 1.386
C 0.124 1.718 2.627
C 1.758 1.461 2.510
C 2.579 2.317 3.674
C 4.200 1.912 3.661
O 5.021 3.114 3.364
C 5.107 3.368 1.918
C 6.587 3.452 1.155
O 4.041 3.593 1.104
H 2.112 -2.790 -2.410
H 1.112 -1.164 -2.393
H 1.103 -2.250 -0.800
H 0.218 -3.826 -3.414
H -0.878 -3.510 -1.814
H -2.871 -1.323 -2.576
H -1.401 -1.275 -1.398
H -0.538 0.319 -3.885
H -2.361 0.763 -3.701
H -1.843 -0.901 1.369
H -0.346 0.678 2.908
H -0.011 2.452 3.550
H 2.017 0.302 2.629
H 2.156 1.754 1.428
H 2.548 3.446 3.306
H 2.120 2.202 4.746
H 4.444 1.486 4.748
H 4.364 1.043 2.885
H 6.571 4.445 0.532
H 7.413 3.458 2.000
H 6.708 2.536 0.421
C 4.131 -3.787 1.676
C 3.209 -4.734 2.433
C 1.842 -4.900 1.771
C 1.059 -3.657 1.784
N 0.442 -2.674 1.790
H 3.729 -2.770 1.650
H 5.110 -3.745 2.164
H 4.281 -4.125 0.645
H 3.091 -4.375 3.463
H 3.692 -5.717 2.490
H 1.283 -5.676 2.307
H 1.965 -5.253 0.741
C -6.356 3.473 -5.213
C -4.852 3.618 -5.405
C -4.221 2.433 -6.135
C -4.299 1.190 -5.354
N -4.364 0.207 -4.741
H -6.599 2.617 -4.577
H -6.762 4.370 -4.733
H -6.864 3.344 -6.174
H -4.376 3.759 -4.427
H -4.662 4.528 -5.986
H -3.168 2.661 -6.333
H -4.704 2.293 -7.108
C 3.469 1.085 9.223
C 3.376 -0.415 8.975
C 4.191 -0.879 7.769
C 3.674 -0.340 6.504
N 3.269 0.088 5.504
H 3.050 1.656 8.389
H 2.910 1.352 10.125
H 4.510 1.395 9.364
H 2.322 -0.695 8.851
H 3.742 -0.938 9.867
H 4.165 -1.974 7.725
H 5.242 -0.592 7.895
C -4.562 -4.591 0.228
C -4.285 -5.611 -0.870
C -3.079 -6.501 -0.575
C -1.819 -5.746 -0.551
N -0.824 -5.150 -0.528
H -3.735 -3.883 0.335
H -5.463 -4.017 -0.011
H -4.721 -5.086 1.192
H -4.145 -5.085 -1.822
H -5.171 -6.247 -0.984
H -3.015 -7.275 -1.349
H -3.222 -7.020 0.380
C -8.826 -5.947 -2.575
C -9.511 -7.232 -2.127
C -9.548 -7.396 -0.608
C -8.208 -7.561 -0.030
N -7.149 -7.687 0.428
H -7.771 -5.932 -2.285
H -8.873 -5.857 -3.665
H -9.316 -5.069 -2.141
H -9.005 -8.089 -2.589
H -10.540 -7.227 -2.504
H -10.150 -8.279 -0.364
H -10.049 -6.535 -0.151
C 9.383 0.284 3.781
C 8.025 0.970 3.862
C 7.479 1.060 5.286
C 7.176 -0.260 5.854
N 6.939 -1.303 6.304
H 9.325 -0.759 4.105
H 9.747 0.293 2.748
H 10.120 0.799 4.405
H 7.314 0.439 3.217
H 8.124 1.985 3.460
H 6.563 1.661 5.275
H 8.195 1.587 5.928
C 8.132 6.867 -1.047
C 9.636 7.012 -1.239
C 10.267 5.827 -1.969
C 10.189 4.584 -1.188
N 10.124 3.601 -0.575
H 7.889 6.011 -0.411
H 7.726 7.764 -0.567
H 7.624 6.738 -2.008
H 10.112 7.152 -0.261
H 9.826 7.922 -1.820
H 11.320 6.055 -2.167
H 9.784 5.687 -2.942
C -11.500 5.679 -6.557
C -11.223 4.660 -7.655
C -10.017 3.769 -7.360
C -8.757 4.524 -7.337
N -7.761 5.120 -7.314
H -10.673 6.387 -6.450
H -12.401 6.253 -6.796
H -11.658 5.185 -5.594
H -11.083 5.185 -8.608
H -12.109 4.023 -7.769
H -9.953 2.996 -8.134
H -10.160 3.251 -6.405
```

LUMO level in eV: 0.7286
Frontier orbital gap in Ha: 0.3348
Calculated total energy in eV: -82382.1559
Structure (SMILES): CCOCCOO[P@](=O)(O)OCCCCOC(C)=O.CCCC#N.CCCC#N.CCCC#N.CCCC#N.CCCC#N.CCCC#N.CCCC#N.CCCC#N

***

(2)
Below is a 8-piece molecular cluster, C42H80N3O26P overall in a non-equilibrium geometry, with properties calculated with wB97M-V/def2-TZVPD.

```
152
Properties=species:S:1:pos:R:3
C 2.368 3.508 1.577
C 2.645 4.208 0.204
C 2.596 3.181 -0.992
C 4.013 2.473 -1.069
C 4.937 3.501 -1.811
C 3.967 1.077 -1.802
C 5.282 0.977 -2.599
N 6.232 0.885 -3.195
C 2.850 0.953 -2.874
O 1.552 0.670 -2.310
C 0.590 1.249 -3.114
C -0.513 2.122 -2.462
O 0.547 1.091 -4.277
C 4.019 -0.176 -0.798
C 2.969 0.146 0.274
N 2.102 0.374 0.940
C 3.543 -1.504 -1.481
C 3.882 -2.815 -0.722
O 3.321 -2.857 0.616
P 5.715 -0.369 0.027
N 6.709 -1.234 -0.816
O 5.453 -1.020 1.499
O 6.443 1.067 0.286
H 1.326 3.155 1.654
H 2.514 4.264 2.379
H 3.118 2.719 1.778
H 1.912 5.025 0.046
H 3.636 4.688 0.312
H 1.832 2.441 -0.680
H 2.339 3.675 -1.948
H 4.347 2.412 -0.015
H 4.725 3.526 -2.902
H 6.009 3.327 -1.601
H 4.734 4.535 -1.462
H 2.805 1.903 -3.444
H 3.093 0.162 -3.610
H -1.222 1.402 -2.001
H -0.093 2.789 -1.687
H -1.035 2.721 -3.223
H 4.000 -1.514 -2.496
H 2.448 -1.528 -1.663
H 4.946 -3.098 -0.732
H 3.354 -3.632 -1.274
H 2.384 -2.648 0.478
H 6.256 -1.513 -1.685
H 5.007 -0.361 2.065
H 7.210 1.096 -0.312
C -1.605 3.970 -8.766
C -0.458 3.719 -7.810
O 0.185 4.945 -7.433
C -0.452 5.674 -6.516
O -1.491 5.391 -5.974
O 0.257 6.791 -6.312
C -0.355 7.710 -5.408
H -1.267 4.552 -9.626
H -2.026 3.028 -9.118
H -2.400 4.543 -8.286
H 0.302 3.114 -8.304
H -0.783 3.169 -6.925
H -0.607 7.229 -4.463
H -1.245 8.145 -5.865
H 0.359 8.506 -5.210
C -5.859 8.637 -6.647
C -4.692 8.371 -5.718
O -4.038 9.593 -5.348
C -4.656 10.319 -4.414
O -5.686 10.035 -3.858
O -3.942 11.432 -4.218
C -4.540 12.354 -3.305
H -5.536 9.224 -7.509
H -6.293 7.700 -6.997
H -6.640 9.209 -6.144
H -3.946 7.765 -6.234
H -5.000 7.816 -4.831
H -4.784 11.871 -2.359
H -5.433 12.793 -3.751
H -3.817 13.144 -3.118
C 5.095 -6.339 -0.222
C 3.905 -6.254 0.709
O 2.871 -7.168 0.309
C 3.075 -8.448 0.633
O 4.024 -8.887 1.231
O 2.048 -9.163 0.162
C 2.180 -10.571 0.358
H 4.781 -6.199 -1.259
H 5.835 -5.579 0.032
H 5.574 -7.317 -0.164
H 3.480 -5.252 0.651
H 4.194 -6.427 1.747
H 2.377 -10.807 1.404
H 2.975 -10.963 -0.277
H 1.239 -11.032 0.067
C -2.335 8.133 1.144
C -1.901 6.841 0.481
O -1.142 6.022 1.381
C -1.857 5.351 2.289
O -3.056 5.368 2.404
O -1.006 4.671 3.064
C -1.630 3.976 4.144
H -1.474 8.655 1.566
H -2.829 8.787 0.424
H -3.026 7.941 1.964
H -1.242 7.065 -0.359
H -2.753 6.286 0.084
H -2.437 3.336 3.789
H -2.004 4.689 4.879
H -0.872 3.354 4.614
C -6.188 6.729 -2.359
C -5.872 5.475 -3.150
O -5.014 4.593 -2.413
C -5.609 3.876 -1.456
O -6.779 3.899 -1.172
O -4.670 3.141 -0.849
C -5.150 2.391 0.268
H -5.269 7.217 -2.026
H -6.762 7.433 -2.963
H -6.766 6.494 -1.465
H -5.328 5.741 -4.057
H -6.780 4.956 -3.459
H -6.011 1.782 -0.005
H -5.402 3.063 1.088
H -4.345 1.733 0.590
C 1.250 -6.088 3.834
C 1.841 -7.467 4.044
O 1.759 -7.865 5.419
C 0.558 -8.284 5.826
O -0.434 -8.367 5.148
O 0.643 -8.578 7.128
C -0.600 -8.956 7.723
H 1.712 -5.367 4.511
H 1.401 -5.758 2.805
H 0.180 -6.082 4.042
H 2.901 -7.450 3.790
H 1.367 -8.211 3.401
H -1.075 -9.764 7.168
H -1.262 -8.092 7.782
H -0.393 -9.305 8.732
C 0.961 -12.943 8.769
C 0.167 -13.573 7.643
O -0.764 -14.543 8.141
C -1.875 -14.042 8.688
O -2.158 -12.875 8.783
O -2.614 -15.065 9.131
C -3.796 -14.669 9.827
H 1.440 -13.712 9.378
H 1.728 -12.276 8.373
H 0.315 -12.367 9.432
H 0.841 -14.109 6.976
H -0.349 -12.820 7.044
H -4.395 -13.982 9.230
H -3.533 -14.216 10.782
H -4.381 -15.568 10.015
```

LUMO level in eV: 0.2231
Frontier orbital gap in Ha: 0.3567
Calculated total energy in eV: -111846.7328
Structure (SMILES): CCC[C@H](C)[C@](C#N)(COC(C)=O)[C@@](C#N)(CCO)P(=N)(O)O.CCOC(=O)OC.CCOC(=O)OC.CCOC(=O)OC.CCOC(=O)OC.CCOC(=O)OC.CCOC(=O)OC.CCOC(=O)OC

***

(3)
Below is a 12-piece molecular cluster, C42H83Cl26N5O8P2S overall in a non-equilibrium geometry, with properties calculated with wB97M-V/def2-TZVPD.

```
167
Properties=species:S:1:pos:R:3
C -3.710 -1.926 2.026
C -2.151 -1.457 1.724
C -2.074 -0.520 0.396
C -2.005 0.931 1.073
C -0.904 -0.893 -0.731
P 0.586 -0.192 0.271
N 0.679 -0.655 1.961
O 2.060 -0.936 -0.303
C -1.063 0.109 -2.086
C -0.404 1.630 -2.040
C 0.974 2.386 -1.888
O 2.257 2.231 -1.866
Cl 0.776 4.278 -1.815
C -2.616 0.685 -2.260
C -3.932 -0.069 -2.515
O -4.857 -0.123 -1.580
Cl -4.832 -0.731 -4.017
C -0.497 -0.510 -3.512
C -1.205 0.048 -4.859
N -0.865 -0.607 -6.146
C 1.082 -0.423 -3.788
C 1.598 0.837 -4.734
N 3.114 0.991 -4.599
S -0.909 -2.361 -3.641
O -2.334 -2.635 -4.031
O -0.143 -3.106 -4.763
O -0.220 -2.878 -2.287
C -0.818 -2.501 -0.965
C 0.250 -3.382 -0.089
C 1.461 -4.143 -0.887
C 3.064 -3.797 -0.710
N 1.304 -5.263 -1.643
P -2.372 -3.585 -1.015
N -2.803 -4.391 0.303
O -2.162 -4.934 -2.140
O -3.848 -2.875 -1.495
H -4.252 -2.307 1.079
H -4.318 -0.994 2.402
H -3.704 -2.700 2.891
H -1.379 -2.300 1.799
H -1.935 -0.869 2.725
H -3.068 -0.823 -0.103
H -1.818 1.850 0.429
H -3.075 1.100 1.539
H -1.300 1.044 2.000
H 0.932 0.149 2.588
H 1.377 -1.392 2.165
H 1.740 -1.505 -1.038
H -1.111 2.387 -1.470
H -0.616 2.008 -3.147
H -2.898 1.396 -1.357
H -2.628 1.513 -3.107
H -1.071 1.207 -5.035
H -2.377 -0.046 -4.856
H 0.067 -1.019 -6.230
H -1.146 -0.025 -6.952
H 1.782 -0.384 -2.883
H 1.533 -1.314 -4.413
H 1.023 1.816 -4.538
H 1.447 0.606 -5.875
H 3.511 0.248 -4.000
H 3.362 1.943 -4.287
H 0.738 -2.875 0.806
H -0.222 -4.361 0.365
H 3.502 -3.226 -1.614
H 3.122 -3.181 0.290
H 3.651 -4.784 -0.473
H 0.291 -5.479 -1.663
H -2.157 -4.091 1.037
H -3.059 -5.100 -2.540
H -4.479 -3.547 -1.874
Cl -1.114 1.319 6.047
C 0.180 0.112 5.841
C 1.539 0.653 6.247
Cl 2.122 1.913 5.131
H 0.174 -0.218 4.799
H -0.081 -0.743 6.470
H 2.279 -0.150 6.230
H 1.519 1.076 7.254
Cl 3.993 1.388 -1.059
C 5.762 1.260 -0.880
C 6.471 1.229 -2.222
Cl 6.148 -0.277 -3.120
H 5.981 0.367 -0.288
H 6.087 2.135 -0.310
H 7.552 1.282 -2.073
H 6.173 2.069 -2.854
Cl 3.112 -1.317 -7.303
C 4.806 -0.769 -7.279
C 5.499 -0.992 -8.611
Cl 5.748 -2.721 -8.960
H 5.320 -1.289 -6.467
H 4.789 0.298 -7.044
H 6.487 -0.527 -8.597
H 4.930 -0.558 -9.438
Cl 3.443 3.099 2.285
C 2.902 4.514 1.348
C 3.500 5.807 1.868
Cl 2.860 6.244 3.473
H 1.809 4.537 1.370
H 3.217 4.348 0.314
H 3.250 6.629 1.193
H 4.588 5.747 1.942
Cl -3.749 -6.383 -4.743
C -3.134 -5.623 -6.232
C -4.253 -5.213 -7.171
Cl -5.089 -6.620 -7.876
H -2.443 -6.322 -6.709
H -2.566 -4.740 -5.925
H -3.845 -4.638 -8.005
H -4.998 -4.595 -6.664
Cl 2.354 9.336 0.803
C 1.997 9.973 2.428
C 0.593 10.541 2.525
Cl 0.403 12.033 1.569
H 2.752 10.724 2.671
H 2.108 9.140 3.126
H 0.368 10.801 3.562
H -0.157 9.823 2.184
Cl -5.419 -5.372 0.105
C -5.699 -6.998 0.773
C -6.818 -7.012 1.798
Cl -6.375 -6.146 3.290
H -4.758 -7.356 1.199
H -5.958 -7.645 -0.068
H -7.045 -8.042 2.085
H -7.731 -6.561 1.402
Cl -7.925 -10.619 -5.087
C -7.310 -9.860 -6.577
C -8.430 -9.451 -7.516
Cl -9.266 -10.857 -8.219
H -6.620 -10.560 -7.054
H -6.742 -8.978 -6.271
H -8.022 -8.876 -8.351
H -9.174 -8.832 -7.009
Cl 2.941 1.482 9.077
C 4.709 1.356 9.256
C 5.419 1.327 7.914
Cl 5.098 -0.178 7.016
H 4.927 0.464 9.847
H 5.032 2.230 9.827
H 6.499 1.381 8.065
H 5.121 2.168 7.283
Cl -3.216 11.616 3.267
C -3.758 13.033 2.334
C -3.161 14.326 2.858
Cl -3.800 14.761 4.463
H -4.851 13.056 2.356
H -3.442 12.870 1.301
H -3.412 15.149 2.184
H -2.073 14.266 2.931
Cl 0.584 5.336 9.636
C -0.113 4.917 8.051
C 0.956 4.649 7.008
Cl 1.849 6.125 6.563
H -0.777 5.731 7.747
H -0.720 4.020 8.199
H 0.494 4.271 6.092
H 1.679 3.907 7.355
Cl 3.861 -4.183 8.409
C 5.093 -4.831 7.297
C 5.439 -3.851 6.191
Cl 4.092 -3.625 5.048
H 4.724 -5.777 6.896
H 5.982 -5.040 7.898
H 6.285 -4.228 5.612
H 5.711 -2.871 6.592
```

LUMO level in eV: -0.5836
Frontier orbital gap in Ha: 0.2976
Calculated total energy in eV: -423716.9275

***

Q: What is the formula in the third record?
A: C42H83Cl26N5O8P2S